# 1
{
  "formula": "C47H34InN6O2S2Te2",
  "method": "ωB97M-V with the def2-TZVPD basis set",
  "elements": ["H", "H", "C", "C", "C", "C", "C", "C", "H", "N", "H", "C", "C", "N", "H", "Te", "C", "C", "C", "C", "C", "C", "H", "H", "H", "H", "O", "C", "C", "C", "C", "C", "C", "C", "C", "H", "S", "H", "H", "H", "H", "H", "H", "H", "C", "N", "C", "C", "C", "C", "H", "C", "N", "C", "C", "C", "Te", "H", "H", "H", "C", "In", "C", "C", "S", "C", "H", "H", "C", "O", "H", "C", "C", "C", "C", "H", "H", "C", "N", "H", "C", "H", "N", "H", "H", "C", "H", "H", "C", "C", "C", "C", "H", "H"],
  "xyz": [[-1.145, -5.205, 1.623], [-1.015, -6.142, 3.900], [3.202, -0.838, -0.590], [0.631, -3.804, -2.238], [2.357, -1.643, 4.445], [1.507, 3.088, -3.102], [1.831, 2.472, -4.303], [-6.203, -1.980, -0.412], [7.204, -1.897, -0.652], [-4.568, 4.018, 1.067], [1.753, 0.888, 2.505], [-0.443, -0.644, -3.193], [2.927, -3.222, -0.448], [1.993, 0.982, 0.449], [-7.538, -0.466, 0.312], [-1.955, -2.570, 0.293], [5.108, -2.283, -0.994], [6.564, -2.460, -1.335], [2.682, 0.573, -3.102], [1.771, 2.453, -1.902], [2.428, 1.219, -4.300], [-1.736, -4.353, 4.845], [1.261, -2.945, -2.426], [4.559, 0.637, 1.318], [1.592, 2.950, -5.242], [5.122, -0.149, -1.196], [1.124, -1.806, 0.191], [-2.219, -2.511, 3.372], [0.106, -5.771, -0.958], [-2.863, 2.518, 2.287], [-1.928, 1.767, 1.608], [-2.168, -3.048, 4.651], [4.256, -2.476, 3.222], [-3.795, 3.354, 1.604], [1.699, -2.848, 4.241], [1.860, -0.839, 4.975], [-1.835, 1.787, -0.124], [3.104, -0.424, -3.105], [-1.625, -6.866, -1.586], [-1.688, -4.766, 5.845], [1.513, 2.917, -0.959], [-2.129, -5.331, -3.460], [4.673, -4.373, -0.810], [6.852, -3.509, -1.273], [3.596, -3.680, 3.019], [-0.502, -0.991, -4.422], [-1.358, -5.125, 3.755], [-1.860, -3.291, 2.279], [2.148, -4.492, -0.337], [4.277, -3.364, -0.748], [-4.651, -3.349, -0.983], [2.353, -1.940, -0.269], [-0.360, -0.534, -2.032], [2.316, -3.862, 3.523], [-5.559, -0.226, 1.101], [0.919, -4.661, -1.180], [4.514, 0.460, 4.010], [6.783, -2.114, -2.347], [1.034, 4.062, -3.102], [1.791, -4.790, 3.336], [-6.529, -0.857, 0.334], [-0.236, -0.113, 0.145], [3.842, 1.016, 2.043], [-2.980, 2.450, 3.708], [-0.847, 0.715, 2.474], [-3.934, -1.842, 0.371], [2.656, 0.729, -5.237], [0.694, -2.984, 4.619], [3.634, -1.450, 3.927], [2.556, -5.422, 0.333], [0.363, -6.444, -0.150], [-0.676, -0.131, -5.410], [4.526, -1.024, -0.950], [-4.906, -2.475, -0.396], [2.441, 0.493, 1.760], [4.061, -4.465, 2.438], [5.245, -2.325, 2.806], [-0.991, -6.008, -1.769], [-3.079, 2.402, 4.855], [-2.527, -1.483, 3.239], [2.543, 0.486, -0.603], [-3.507, -0.205, 1.701], [-0.806, 0.541, -6.344], [-6.957, -2.471, -1.015], [2.413, -0.595, 1.830], [-1.427, -4.598, 2.472], [-5.802, 0.663, 1.669], [-2.454, -2.435, 5.496], [-0.462, -4.046, -3.060], [-4.261, -0.715, 1.117], [2.347, 1.181, -1.893], [-1.274, -5.145, -2.822], [3.855, 2.105, 2.022], [-0.674, -3.370, -3.879]],
  "total_charge": -1,
  "relative_energy_kj_mol": 0.0
}


# 2
{
  "formula": "C47H36Cl4NO2P2PbSi",
  "method": "ωB97M-V with the def2-TZVPD basis set",
  "elements": ["H", "C", "C", "C", "C", "C", "C", "H", "C", "H", "C", "H", "Si", "C", "H", "C", "C", "H", "C", "Pb", "H", "Cl", "C", "C", "H", "H", "H", "H", "H", "C", "H", "P", "H", "O", "H", "C", "C", "H", "C", "H", "H", "C", "C", "C", "C", "C", "C", "C", "H", "H", "C", "H", "Cl", "H", "H", "C", "H", "Cl", "P", "C", "C", "H", "N", "C", "C", "Cl", "H", "C", "C", "H", "H", "H", "C", "H", "H", "C", "H", "C", "C", "H", "H", "C", "C", "O", "C", "H", "C", "C", "C", "C", "H", "C", "C", "C"],
  "xyz": [[1.329, -6.567, -0.232], [3.421, -2.153, 1.010], [-4.431, 0.328, -0.092], [2.523, 5.535, -1.345], [0.887, -4.501, -4.557], [0.945, -4.901, 1.088], [-5.025, -2.241, 1.639], [0.086, -0.807, 0.599], [-2.647, 3.904, 0.796], [0.646, -7.577, 3.854], [1.498, -3.343, -4.094], [5.934, -4.260, -0.990], [-0.725, -2.131, 0.188], [1.834, 5.560, 0.957], [-6.239, 5.086, 0.008], [2.239, 4.155, -1.365], [3.160, 5.459, -3.667], [0.814, -4.687, -5.620], [2.939, -3.104, 0.120], [1.091, 1.081, -0.178], [2.071, -2.200, -2.384], [-2.512, -1.004, 1.523], [5.231, -3.661, -0.428], [0.718, -4.520, 2.412], [5.111, -1.185, 1.884], [-0.014, -5.877, -1.610], [2.194, 2.381, -2.600], [-0.129, -6.309, -4.011], [-5.610, -3.048, 2.091], [0.734, -6.826, 3.081], [1.669, 6.093, 1.879], [-2.988, 1.448, -0.473], [-1.634, 3.584, 1.006], [-1.126, 2.048, -0.852], [1.093, -8.253, 1.520], [0.449, -5.178, -2.290], [-4.379, 5.564, 0.968], [3.528, -4.618, -1.286], [-1.400, 2.057, -2.171], [3.510, 5.948, -4.566], [-6.331, -0.286, -0.964], [-0.002, 1.404, 2.877], [-3.090, 5.135, 1.253], [2.428, 3.436, -2.567], [-3.855, -2.312, 2.280], [0.616, 2.057, 1.817], [-0.274, 2.038, 4.084], [-4.804, 3.513, -0.206], [-6.784, -2.034, 0.485], [-5.483, 2.875, -0.761], [2.874, 4.078, -3.687], [2.528, 7.282, -0.077], [2.316, -1.221, 1.980], [-0.297, 0.368, 2.791], [-3.544, 2.143, -2.679], [-5.815, -1.561, 0.614], [-2.779, 0.529, -2.823], [-0.900, -1.234, -1.741], [1.180, -3.546, -0.079], [4.778, -1.936, 1.182], [-3.510, 3.084, 0.074], [3.001, 3.521, -4.606], [1.771, 3.512, -0.252], [-2.786, 1.469, -2.278], [0.981, -7.206, 1.770], [-2.017, -3.700, -0.249], [6.744, -2.525, 0.588], [-3.381, 0.243, 0.720], [1.071, -4.027, -1.821], [-0.771, 1.499, 4.881], [0.600, -3.475, 2.666], [1.903, -2.623, -4.792], [-5.588, -0.519, -0.214], [0.424, -5.180, 4.424], [-2.421, 5.764, 1.827], [5.684, -2.692, 0.456], [0.996, 5.068, 3.381], [2.988, 6.174, -2.517], [-5.234, 4.754, 0.234], [-4.718, 6.530, 1.317], [3.200, 7.235, -2.485], [0.968, 3.405, 2.002], [1.586, -3.104, -2.735], [-0.641, 2.416, -3.021], [0.097, 3.359, 4.260], [-0.931, -2.280, 1.694], [3.872, -3.863, -0.592], [0.360, -5.412, -3.656], [2.311, 6.222, -0.130], [0.716, 4.037, 3.220], [-0.093, 3.865, 5.197], [1.096, -6.250, 0.773], [1.552, 4.173, 0.867], [0.609, -5.483, 3.403]],
  "total_charge": 1,
  "relative_energy_kj_mol": 1006.3
}


# 3
{
  "formula": "C47H36N3O",
  "method": "ωB97M-V with the def2-TZVPD basis set",
  "elements": ["C", "N", "H", "H", "H", "H", "C", "H", "C", "O", "C", "H", "H", "H", "C", "C", "H", "C", "C", "C", "C", "C", "H", "H", "C", "H", "H", "C", "H", "C", "H", "C", "C", "C", "C", "C", "C", "H", "C", "N", "H", "C", "H", "H", "C", "H", "C", "C", "H", "C", "H", "H", "H", "C", "C", "H", "C", "H", "C", "C", "H", "H", "H", "C", "C", "H", "C", "C", "H", "C", "H", "C", "C", "C", "C", "C", "N", "C", "C", "C", "H", "H", "C", "C", "H", "H", "C"],
  "xyz": [[0.497, -2.874, -2.843], [2.026, -1.852, 1.035], [-0.973, -0.479, 2.997], [6.715, -3.492, 0.035], [4.293, -2.936, -0.285], [4.736, 0.440, 2.369], [-5.595, -0.652, -0.738], [1.757, 2.365, 2.295], [-2.469, 2.216, -2.146], [0.178, 1.726, -0.625], [2.927, -0.912, 0.840], [1.437, -3.022, -3.379], [-4.267, -3.823, -0.572], [-1.989, 3.403, 4.065], [-3.249, -2.050, -1.177], [3.389, 3.711, 1.755], [-3.187, 4.155, -2.736], [7.088, -1.814, 1.344], [4.498, 3.908, 0.930], [-1.526, -3.820, -1.872], [-4.353, -2.745, -0.728], [0.115, -1.578, -2.491], [5.712, 3.078, -0.668], [-0.126, 2.930, 2.468], [-1.454, -4.014, 1.502], [1.005, 3.388, -1.418], [0.033, -4.977, -2.841], [-1.013, 2.210, -4.526], [-4.561, 0.771, 1.784], [0.245, 3.171, -0.662], [8.150, -2.035, 1.463], [-1.155, -1.378, -1.956], [-2.528, -3.403, 2.163], [5.178, -0.408, 1.838], [-3.286, -0.624, -1.390], [4.368, -1.173, 0.969], [-1.202, -1.417, 2.492], [-3.243, -1.637, 3.182], [2.620, 2.543, 1.646], [0.837, -1.195, 1.192], [-4.570, 1.103, -1.492], [-5.527, -2.033, -0.483], [-0.737, 3.547, -0.964], [7.135, -0.101, 2.675], [-1.949, -0.181, -1.790], [-6.414, -2.537, -0.103], [4.848, 2.940, -0.019], [2.996, 1.575, 0.721], [4.373, 1.002, -0.844], [-1.950, -2.524, -1.611], [-2.151, -4.660, -1.568], [-3.470, -3.945, 2.305], [-2.501, -0.103, 0.646], [6.279, -2.620, 0.530], [-0.241, -1.962, 1.649], [-1.902, 4.143, -4.896], [4.090, 1.770, -0.127], [-4.262, 2.419, 3.647], [-0.308, -3.984, -2.544], [-3.578, 1.195, 2.003], [0.584, -3.728, 0.776], [-0.408, 0.231, -3.985], [-2.983, 2.245, -1.182], [-2.404, -2.100, 2.657], [-1.087, 2.416, 2.372], [-6.531, -0.115, -0.565], [-1.830, 3.296, -4.212], [-0.967, 1.106, -3.684], [0.544, 3.593, 0.307], [-2.153, 2.708, 3.233], [3.117, 4.463, 2.496], [-0.099, 0.999, 0.485], [0.936, 0.128, 0.888], [-1.744, 1.057, -2.505], [-0.280, -3.304, 1.277], [6.525, -0.719, 2.011], [2.311, 0.332, 0.680], [-4.493, 0.051, -1.222], [-1.219, 1.419, 1.378], [-2.464, 0.779, 1.282], [5.084, 4.824, 1.023], [-0.431, 2.197, -5.447], [-2.546, 3.310, -3.006], [-3.412, 2.137, 3.022], [-1.535, -5.045, 1.150], [0.768, -0.716, -2.620], [4.931, -2.316, 0.349]],
  "total_charge": 1
}


Total energy values (in eV) by entry order: -103760.21637 -136691.07295 -55832.18244.
HOMO-LUMO gap values (in eV) by entry order: 7.53 7.82 3.94.